Record 1
A structure of composition C20H26MgN5S. Source: the Open Molecules 2025 dataset; level of theory: the ωB97M-V functional and the def2-TZVPD basis.

XYZ file:
```
53
Properties=species:S:1:pos:R:3:lowdin_charge:R:1
Mg 0.1231 -1.3455 0.1758 0.549
C 1.0561 -0.5675 -2.6671 -0.069
N 1.5414 -0.5748 -1.2824 -0.241
C 2.8988 -1.2406 -1.0671 -0.011
C 1.7776 0.8191 -0.9028 -0.248
C 2.6306 1.6284 -1.6962 -0.010
C 2.8552 2.9591 -1.3294 -0.065
C 2.4047 3.4125 -0.0761 -0.082
C 1.7026 2.5741 0.7267 -0.026
C 1.3124 1.2655 0.3218 -0.251
N 0.6203 0.3490 1.0759 -0.040
C -0.2466 0.4901 2.1221 -0.219
C -0.7273 1.7586 2.6487 -0.006
C -1.6331 1.7406 3.7266 -0.076
C -2.0384 0.5145 4.1978 -0.112
C -1.6500 -0.7009 3.6831 -0.044
C -0.7318 -0.7582 2.6992 -0.196
N -0.1863 -2.0176 2.1492 -0.271
C -1.0743 -3.1876 2.1161 -0.099
C 1.1635 -2.3439 2.7180 -0.038
H 1.8324 -0.4780 -3.3584 0.068
H 0.4579 0.3086 -2.8328 0.077
H 0.5341 -1.5526 -2.8757 0.112
H 3.6842 -0.9721 -1.7728 0.097
H 2.7599 -2.3471 -1.2393 0.110
H 3.1289 -0.9511 -0.0731 0.086
H 2.9146 1.2254 -2.6212 0.093
H 3.5288 3.5615 -1.8717 0.089
H 2.6516 4.4415 0.2799 0.128
H 1.3980 2.9115 1.7180 0.100
H -0.4135 2.6793 2.1846 0.079
H -1.9626 2.6888 4.1834 0.119
H -2.7359 0.4530 5.0470 0.115
H -1.9825 -1.5745 4.2376 0.125
H -1.3045 -3.6131 3.0691 0.085
H -0.6354 -4.0211 1.5299 0.107
H -1.9907 -2.9980 1.5963 0.043
H 1.1363 -2.8540 3.7112 0.110
H 1.6439 -1.4021 2.8756 0.077
H 1.8201 -2.9705 2.0392 0.109
C -2.7573 -1.0507 -3.8550 -0.030
N -2.4209 0.0105 -2.9468 -0.136
C -2.1934 1.2823 -3.3239 -0.027
C -1.6719 1.9259 -2.2277 -0.024
N -1.5908 0.9740 -1.2543 0.091
C -2.0719 -0.2512 -1.6650 -0.665
S -2.0299 -1.7717 -0.8283 0.704
H -3.7803 -1.4199 -3.6101 0.116
H -2.1146 -1.9114 -3.8401 0.074
H -2.7286 -0.6707 -4.9213 0.121
H -2.3649 1.5407 -4.3509 0.134
H -1.3763 2.9010 -2.0211 0.116
H -1.1633 1.1308 -0.3224 0.149
```

The value obtained for the frontier orbital gap is 6.994 eV. As for the total charge: +1. The LUMO energy is -0.09731 hartree. The relative energy (zero: lowest compared OMol25 entry of this formula, charge and spin) comes out at 20.32 kcal/mol. The calculation puts the HOMO energy at -0.3543 Eh. The value obtained for the total energy is -1649.6240 Ha.



Record 2
An isolated molecule of C20H26N2O2. Source: the Open Molecules 2025 dataset; level of theory: the ωB97M-V functional and the def2-TZVPD basis.

XYZ file:
```
50
Properties=species:S:1:pos:R:3:lowdin_charge:R:1
C -5.4369 -0.8627 -0.0566 -0.040
C -3.9623 -1.0073 -0.1882 -0.345
C -3.2428 -2.0572 -0.7852 0.012
C -1.9149 -1.7162 -0.6484 -0.253
C -0.6880 -2.4256 -1.0936 -0.008
N -1.8944 -0.5311 0.0109 -0.061
C -0.7278 0.2543 0.3148 -0.193
C -0.7293 0.7864 1.7507 -0.121
C -1.6927 1.9498 1.9525 -0.200
C -1.3526 3.0735 0.9820 -0.187
C -1.5040 2.5669 -0.4472 -0.123
C -0.5788 1.3894 -0.7230 -0.227
O 0.7818 1.8390 -0.7300 0.052
C 1.6273 1.1556 -1.4989 -0.496
O 1.3028 0.2343 -2.2052 0.110
C 3.0447 1.6636 -1.3610 -0.076
C 3.5932 1.3007 0.0304 -0.128
C 3.2321 -0.1037 0.4394 -0.237
C 3.4283 -1.1795 -0.4190 -0.037
C 3.0459 -2.4556 -0.0477 -0.078
C 2.4689 -2.6794 1.1914 -0.102
C 2.2910 -1.6199 2.0635 -0.084
C 2.6724 -0.3435 1.6877 -0.057
N -3.1303 -0.0933 0.2777 0.128
H -5.8501 -1.6922 0.5160 0.075
H -5.9072 -0.8622 -1.0391 0.075
H -5.6678 0.0700 0.4504 0.072
H -3.6423 -2.9356 -1.2498 0.103
H -0.0839 -2.7364 -0.2397 0.073
H -0.9693 -3.3101 -1.6585 0.084
H -0.0724 -1.7860 -1.7266 0.072
H 0.1361 -0.4104 0.1974 0.135
H -0.9803 -0.0355 2.4236 0.123
H 0.2857 1.1166 1.9781 0.101
H -2.7097 1.6047 1.7668 0.091
H -1.6217 2.3028 2.9830 0.109
H -2.0184 3.9234 1.1393 0.110
H -0.3258 3.4090 1.1423 0.112
H -2.5273 2.2207 -0.5998 0.114
H -1.2881 3.3611 -1.1641 0.120
H -0.7933 0.9709 -1.7167 0.157
H 3.0560 2.7464 -1.4867 0.125
H 3.6421 1.2041 -2.1477 0.120
H 4.6805 1.4176 0.0194 0.123
H 3.1877 1.9983 0.7654 0.115
H 3.8734 -1.0216 -1.3891 0.118
H 3.1941 -3.2785 -0.7310 0.106
H 2.1649 -3.6756 1.4778 0.103
H 1.8499 -1.7842 3.0357 0.105
H 2.5368 0.4785 2.3769 0.110
```

The value obtained for the frontier orbital gap is 9.463 eV. The LUMO energy is 0.02870 hartree. The relative energy (zero: lowest compared OMol25 entry of this formula, charge and spin) comes out at 10.92 kcal/mol. The calculation puts the HOMO energy at -0.3191 Eh. The value obtained for the total energy is -1037.7402 Ha. Its SMILES is Cc1cc(C)n([C@@H]2CCCC[C@H]2OC(=O)CCc2ccccc2)n1.



Record 3
An isolated molecule of C20H26N2O2. Source: the Open Molecules 2025 dataset; level of theory: the ωB97M-V functional and the def2-TZVPD basis.

XYZ file:
```
50
Properties=species:S:1:pos:R:3:lowdin_charge:R:1
C 7.7400 -0.1016 1.2925 -0.043
C 6.4778 0.0976 0.6203 -0.183
C 5.8333 1.4213 0.6820 0.011
C 4.4777 1.4862 0.1340 0.076
C 3.7752 0.3028 -0.6453 -0.269
N 2.5533 0.6783 -1.0953 -0.074
C 1.4420 1.6497 -0.3332 0.102
C 0.6673 0.3138 0.3766 -0.341
N 0.0284 -0.3971 -0.3364 -0.188
C -0.9696 -1.3442 0.2454 -0.054
C -2.2567 -0.5238 0.7064 -0.211
O -3.1372 -1.5613 1.4285 -0.036
C -2.7680 -0.0300 -0.6501 -0.137
O -3.8165 0.7520 -0.3913 -0.016
C -5.0949 0.7618 -0.2065 -0.202
C -5.7486 -0.7175 -0.1311 -0.018
C -6.9884 -0.9131 0.0556 -0.076
C -7.8410 0.3008 0.2324 -0.116
C -7.3501 1.4429 0.2243 -0.122
C -5.9435 1.7138 0.1446 0.009
C 1.0150 -1.2624 -1.2079 -0.107
C 1.8088 -0.3123 -1.7818 -0.284
C 4.3574 -0.8347 -0.5327 -0.123
C 5.5805 -1.0487 0.1266 0.015
H 8.1174 0.6032 1.8535 0.052
H 7.7362 -0.9049 1.7241 0.004
H 8.2947 -0.1645 0.4638 0.071
H 6.2417 2.0498 1.2495 0.014
H 4.1264 2.4323 0.2128 0.039
H 1.8509 2.2894 0.1982 -0.008
H 0.7521 2.0231 -1.1467 0.131
H -0.2236 1.0253 1.0362 0.184
H 1.2382 -0.1334 1.2730 0.149
H -0.6257 -1.6310 1.4364 0.195
H -1.2982 -2.1253 -0.0581 0.012
H -2.0075 0.1184 1.5103 0.119
H -3.9021 -1.0266 1.2900 0.018
H -3.2554 -0.8118 -1.2583 0.165
H -2.1625 0.5901 -1.0762 0.082
H -5.0550 -1.5182 -0.2030 0.086
H -7.3979 -1.8683 -0.2447 0.111
H -8.8623 0.2304 0.4981 0.095
H -7.9881 2.2430 0.5855 0.120
H -5.5653 2.5339 0.1469 0.020
H 0.6346 -1.8511 -1.8082 0.046
H 1.6380 -1.7600 -0.2613 0.195
H 2.6635 -0.9808 -2.4358 0.189
H 1.1819 0.1928 -2.5241 0.133
H 3.8971 -1.5642 -1.1706 0.090
H 6.1286 -1.8659 -0.2487 0.078
```

The value obtained for the frontier orbital gap is 7.689 eV. The LUMO energy is 0.02345 hartree. The relative energy (zero: lowest compared OMol25 entry of this formula, charge and spin) comes out at 457.69 kcal/mol. The calculation puts the HOMO energy at -0.2591 Eh. The value obtained for the total energy is -1037.0282 Ha. Its SMILES is Cc1ccc(N2CCN(C[C@H](O)COc3ccccc3)CC2)cc1.



Record 4
A structure of composition C20H26N4O2SiSr. Source: the Open Molecules 2025 dataset; level of theory: the ωB97M-V functional and the def2-TZVPD basis.

XYZ file:
```
54
Properties=species:S:1:pos:R:3:lowdin_charge:R:1
Sr 0.7420 -0.6980 1.1099 1.440
O 1.9225 -2.5640 1.8542 -0.219
C 1.3785 -3.1098 0.8333 -0.666
N 0.1604 -3.5588 0.7026 0.062
C -0.6280 -3.7100 1.9521 -0.161
C -1.7855 -2.7206 2.1191 -0.254
C -3.1057 -3.1389 2.1174 -0.019
C -4.1177 -2.2117 2.3273 -0.059
C -3.7911 -0.8834 2.5270 -0.059
C -2.4489 -0.5366 2.4961 -0.125
N -1.4774 -1.4260 2.3064 0.006
C 2.1632 -2.9118 -0.4809 -0.219
C 2.5633 -3.9647 -1.2839 -0.008
C 3.3017 -3.6770 -2.4217 -0.060
C 3.5853 -2.3582 -2.7328 -0.063
C 3.1096 -1.3644 -1.8904 -0.123
N 2.4198 -1.6264 -0.7841 0.045
H -0.0008 -3.6568 2.8456 0.117
H -1.0728 -4.7053 1.9195 0.105
H -3.3441 -4.1818 1.9561 0.112
H -5.1524 -2.5321 2.3329 0.109
H -4.5453 -0.1276 2.6966 0.106
H -2.1367 0.4955 2.6189 0.118
H 2.3002 -4.9766 -1.0088 0.118
H 3.6549 -4.4736 -3.0652 0.108
H 4.1599 -2.0914 -3.6089 0.103
H 3.2896 -0.3193 -2.1141 0.117
C -3.0845 0.1851 -2.1429 -0.021
N -2.1000 -0.7810 -2.6111 -0.171
C -2.3042 -1.5386 -3.8440 -0.035
C -1.0417 -1.0523 -1.8494 -0.301
O -0.8378 -0.5146 -0.7607 -0.148
H -3.6030 0.5943 -3.0069 0.087
H -2.5774 0.9825 -1.6064 0.094
H -3.8068 -0.2811 -1.4695 0.096
H -3.1790 -1.1395 -4.3508 0.085
H -2.4822 -2.5950 -3.6421 0.092
H -1.4492 -1.4346 -4.5106 0.091
H -0.3481 -1.7997 -2.2554 0.149
C 0.0883 5.7070 0.6701 -0.203
Si 1.6656 4.8270 1.1441 0.338
C 2.2677 5.5591 2.7505 -0.201
C 2.9625 5.1227 -0.1657 -0.203
C 1.3711 3.0544 1.2838 -0.341
C 1.1702 1.8412 1.3712 -0.272
H 0.2418 6.7858 0.5775 0.025
H -0.6835 5.5328 1.4240 0.025
H -0.2870 5.3291 -0.2845 0.024
H 2.4570 6.6320 2.6592 0.026
H 3.1932 5.0727 3.0691 0.027
H 1.5264 5.4074 3.5396 0.027
H 3.1792 6.1893 -0.2787 0.025
H 2.6266 4.7350 -1.1307 0.024
H 3.8904 4.6087 0.0956 0.027
```

The value obtained for the frontier orbital gap is 8.146 eV. The LUMO energy is 0.01035 hartree. The relative energy (zero: lowest compared OMol25 entry of this formula, charge and spin) comes out at 21.62 kcal/mol. The calculation puts the HOMO energy at -0.2890 Eh. The value obtained for the total energy is -1467.4804 Ha.